Record 1
Here is a cluster of 2 separate species, C3H6S in total from OMol25. Energies are from wB97M-V/def2-TZVPD.

Properties
**Spin multiplicity**: 1
**E_HOMO**: -8.805 eV
**Molar mass**: 74.15 g mol⁻¹
**Frontier orbital gap**: 8.7981 eV
**ΔE to the lowest compared entry with this formula, charge and spin**: 88.2 kcal per mole
**Electronic energy**: -515.92519 a.u.
**LUMO**: -0.01 eV

```
10
Properties=species:S:1:pos:R:3:nbo_charge:R:1
C -1.350 0.439 0.659 -0.380
C -1.269 0.041 -0.588 -0.385
C 2.111 -1.092 -0.361 -0.446
S 2.068 0.411 0.304 0.226
H -1.467 -0.226 1.548 0.192
H -1.481 1.407 0.837 0.173
H -1.332 -1.046 -0.734 0.206
H -1.205 0.761 -1.340 0.193
H 2.539 -1.692 0.368 0.120
H 1.386 0.997 -0.694 0.101
```

Record 2
Here is a cluster of 2 separate species, C3H6S3 in total from OMol25. Energies are from wB97M-V/def2-TZVPD.

Properties
**Spin multiplicity**: 1
**E_HOMO**: -8.627 eV
**Molar mass**: 138.28 g mol⁻¹
**Frontier orbital gap**: 9.0078 eV
**ΔE to the lowest compared entry with this formula, charge and spin**: 84.7 kcal per mole
**Electronic energy**: -1312.32511 a.u.
**LUMO**: 0.38 eV

```
12
Properties=species:S:1:pos:R:3:nbo_charge:R:1
C 0.630 -0.468 0.005 -0.370
C 1.549 0.423 0.495 -0.272
C -0.795 -0.369 0.360 -0.400
S 3.221 0.500 0.009 0.067
S -1.776 -1.656 -0.475 -0.015
S -1.629 1.383 0.137 -0.068
H 1.128 -1.086 -0.824 0.232
H 1.341 1.539 1.586 0.232
H -1.063 -0.496 1.321 0.220
H 2.955 -0.340 -1.141 0.123
H -1.432 -1.334 -1.827 0.135
H -2.323 1.298 1.249 0.116
```

Record 3
Here is a cluster of 2 separate species, C3H6Si in total from OMol25. Energies are from wB97M-V/def2-TZVPD.

Properties
**Spin multiplicity**: 1
**E_HOMO**: -8.357 eV
**Molar mass**: 70.17 g mol⁻¹
**Frontier orbital gap**: 7.7274 eV
**ΔE to the lowest compared entry with this formula, charge and spin**: 126.6 kcal per mole
**Electronic energy**: -407.11472 a.u.
**LUMO**: -0.63 eV

```
10
Properties=species:S:1:pos:R:3:nbo_charge:R:1
C 2.266 0.536 -0.064 -0.828
C 1.808 -0.738 -0.013 0.258
C -1.121 -1.307 0.022 -1.022
Si -1.422 0.473 -0.110 0.967
H 3.294 0.912 0.053 0.276
H 1.411 1.177 0.106 0.259
H -1.109 -1.776 -0.954 0.228
H -2.523 0.740 0.834 -0.176
H -1.976 -1.551 0.727 0.221
H -0.628 1.535 -0.601 -0.184
```

Record 4
Here is a structure of composition C3H7BaO2 from OMol25. Energies are from wB97M-V/def2-TZVPD.

Properties
**<S²>**: 0.76
**Spin multiplicity**: 2
**E_HOMO (alpha / beta)**: -7.133 / -7.260 eV
**Molar mass**: 212.42 g mol⁻¹
**Frontier orbital gap (alpha / beta)**: 6.7925 / 6.9314 eV
**ΔE to the lowest compared entry with this formula, charge and spin**: 31.7 kcal per mole
**Electronic energy**: -294.32285 a.u.
**LUMO (alpha / beta)**: -0.34 / -0.33 eV

```
13
Properties=species:S:1:pos:R:3:mulliken_charge:R:1
C 0.803 1.511 0.838 -1.799
C 0.891 0.497 -0.279 0.254
O -0.214 -0.446 -0.075 -0.394
C -0.417 -1.434 -1.057 -0.704
Ba -1.235 0.626 1.983 1.616
H 1.696 1.496 1.478 0.275
H 0.665 2.532 0.455 0.271
H 1.806 -0.118 -0.264 0.276
H 0.767 0.920 -1.290 0.293
H -1.479 -1.794 -0.918 0.230
H -0.245 -1.037 -2.068 0.261
O -3.300 -0.474 2.071 -0.849
H 0.263 -2.279 -0.873 0.272
```

Record 5
Here is a cluster of 2 separate species, C3H7BrN3 in total from OMol25. Energies are from wB97M-V/def2-TZVPD.

Properties
**<S²>**: 2.02
**Spin multiplicity**: 3
**E_HOMO (alpha / beta)**: -9.976 / -16.109 eV
**Molar mass**: 165.01 g mol⁻¹
**Frontier orbital gap (alpha / beta)**: 4.5085 / 7.9132 eV
**ΔE to the lowest compared entry with this formula, charge and spin**: 38.6 kcal per mole
**Electronic energy**: -2856.27552 a.u.
**Net charge**: +1
**LUMO (alpha / beta)**: -5.47 / -8.20 eV

```
14
Properties=species:S:1:pos:R:3:nbo_charge:R:1
C 1.759 0.882 0.531 0.477
C -1.097 -0.688 0.244 -0.639
C -0.616 0.716 -0.249 -0.248
N 4.842 -0.833 0.592 -0.343
N 5.054 -0.156 1.448 0.009
N 0.546 1.237 0.379 -0.544
Br 2.446 -0.516 -0.667 0.246
H -0.232 -1.356 0.003 0.214
H -1.603 -1.003 1.189 0.265
H -1.681 -1.017 -0.576 0.249
H -1.450 1.325 -0.078 0.249
H -0.374 0.595 -1.303 0.244
H 4.972 -1.202 -0.353 0.372
H 0.302 1.825 1.131 0.449
```

Record 6
Here is the ion C3H7BrN4 with charge +2 from OMol25. Energies are from wB97M-V/def2-TZVPD.

Properties
**Spin multiplicity**: 1
**E_HOMO**: -17.340 eV
**Molar mass**: 179.02 g mol⁻¹
**Frontier orbital gap**: 7.2409 eV
**ΔE to the lowest compared entry with this formula, charge and spin**: 60.1 kcal per mole
**Electronic energy**: -2910.79487 a.u.
**Net charge**: +2
**LUMO**: -10.10 eV

```
15
Properties=species:S:1:pos:R:3:nbo_charge:R:1
C 0.285 1.500 0.052 0.473
C -0.928 -0.622 0.001 0.686
C 2.039 -0.012 -0.070 0.002
N 1.562 1.256 0.037 -0.642
N -0.795 0.770 -0.043 -0.562
N -1.680 -1.198 -0.924 -0.681
N -0.426 -1.369 0.913 -0.645
Br 3.934 -0.242 -0.109 0.306
H 0.004 2.591 0.290 0.281
H -2.240 -0.637 -1.602 0.458
H 2.300 2.115 -0.014 0.474
H -1.709 1.400 -0.030 0.508
H -1.867 -2.148 -0.876 0.435
H 0.243 -1.048 1.558 0.454
H -0.723 -2.355 0.815 0.453
```

Record 7
Here is the ion C3H7BrN4 with charge +2 from OMol25. Energies are from wB97M-V/def2-TZVPD.

Properties
**Spin multiplicity**: 1
**SMILES**: C=[NH+]/C=[NH+]\C(N)=N\Br
**E_HOMO**: -17.930 eV
**Molar mass**: 179.02 g mol⁻¹
**Frontier orbital gap**: 7.5056 eV
**ΔE to the lowest compared entry with this formula, charge and spin**: 59.8 kcal per mole
**Electronic energy**: -2910.79529 a.u.
**Net charge**: +2
**LUMO**: -10.42 eV

```
15
Properties=species:S:1:pos:R:3:nbo_charge:R:1
C 1.516 0.353 0.606 0.458
C -0.432 -0.916 -0.091 0.591
C 0.023 1.767 -0.685 0.172
N -1.176 0.171 -0.087 -0.598
N 1.030 1.581 0.255 -0.546
N 0.962 -0.760 0.242 -0.519
N -0.926 -2.136 -0.231 -0.745
Br -2.953 0.309 0.107 0.450
H 2.357 0.492 1.310 0.289
H 0.017 1.320 -1.613 0.248
H -0.655 2.595 -0.524 0.277
H 1.177 2.264 1.042 0.485
H 1.379 -1.700 0.448 0.486
H -1.929 -2.257 -0.573 0.476
H -0.389 -3.085 -0.207 0.474
```

Record 8
Here is a cluster of 2 separate species, C3H7BrNO in total from OMol25. Energies are from wB97M-V/def2-TZVPD.

Properties
**Spin multiplicity**: 1
**E_HOMO (alpha / beta)**: -13.040 / -13.174 eV
**Molar mass**: 153.00 g mol⁻¹
**Frontier orbital gap (alpha / beta)**: 8.1668 / 8.3214 eV
**ΔE to the lowest compared entry with this formula, charge and spin**: 74.1 kcal per mole
**Electronic energy**: -2822.13541 a.u.
**Net charge**: +1
**LUMO (alpha / beta)**: -4.87 / -4.85 eV

```
13
Properties=species:S:1:pos:R:3:nbo_charge:R:1
C 0.946 -0.460 -1.898 0.450
C 0.741 0.268 1.279 -0.657
C -0.236 -0.470 0.278 -0.148
N -1.420 0.398 0.054 -0.704
O 0.436 0.230 -2.722 -0.454
Br 2.408 -1.502 -1.777 0.277
H 0.232 0.666 2.046 0.210
H 1.314 -0.578 1.522 0.248
H 1.457 0.999 0.817 0.241
H -0.681 -1.509 0.490 0.229
H -1.400 1.208 0.650 0.432
H -2.296 -0.041 0.175 0.434
H -1.502 0.791 -0.912 0.443
```